Computed, not measured: a molecular structure, C10H21N3PV in a non-equilibrium geometry, with the ωB97M-V functional and the def2-TZVPD basis.

Geometry (Å):
C1 -0.8738 -0.4058 -3.4328
C2 -0.5052 -1.7966 -3.5744
C3 -1.3513 -2.5920 -2.7565
C4 -2.2257 -1.7459 -2.0223
C5 -2.0232 -0.3724 -2.4286
V1 -0.1700 0.3249 -1.4477
P1 -0.0528 2.5687 -1.8621
H1 -0.6257 0.4192 -4.1015
H2 0.2386 -2.1545 -4.2705
H3 -1.3601 -3.6752 -2.7367
H4 -2.6995 0.4722 -2.3013
H5 -2.9972 -2.0582 -1.3275
H6 -1.2927 3.2658 -2.0311
H7 0.6281 3.0032 -3.0425
H8 0.5679 3.4352 -0.9106
C6 -1.4659 0.6361 2.9807
N1 -0.0912 0.2729 2.6326
C7 0.7868 -0.0031 3.7592
C8 0.2320 0.0654 1.3437
N2 -0.7163 0.1275 0.3841
N3 1.4844 -0.2014 0.9135
C9 2.6925 0.0253 1.6821
C10 1.6606 -0.4567 -0.5334
H9 -1.4763 0.8675 4.0475
H10 -2.1638 -0.1940 2.7951
H11 -1.7958 1.5237 2.4259
H12 1.3046 -0.9626 3.6479
H13 1.5035 0.8145 3.9221
H14 0.1494 -0.0725 4.6460
H15 -1.6638 0.2290 0.7355
H16 2.7832 -0.6889 2.5055
H17 3.5384 -0.1450 1.0148
H18 2.7551 1.0512 2.0695
H19 0.9441 -1.2286 -0.8898
H20 1.6143 0.4978 -1.1319
H21 2.6671 -0.8469 -0.7047

Properties
- Molar mass: 265.22 g/mol
- Multiplicity: 3
- Gap between HOMO and LUMO (alpha / beta): 0.21608 / 0.17186 Eh
- Electronic energy: -1843.05316 Ha
- E_HOMO (alpha / beta): -5.6 / -4.4 eV



Computed, not measured: 2 unconnected molecules or ions with the total composition C10H21N4O4 in a non-equilibrium geometry, with the ωB97M-V functional and the def2-TZVPD basis.

Geometry (Å):
C1 3.6418 -2.9146 -0.6131
O1 2.2709 -2.3983 -0.4936
C2 1.5643 -2.3647 -1.7828
C3 1.2232 -0.7954 -2.1089
C4 -0.3161 -0.3322 -1.7963
N1 -1.0858 -1.2342 -0.8580
C5 -2.1585 -2.0407 -1.2508
N2 -2.6566 -2.0858 -2.7096
C6 -3.8061 -3.0630 -2.5850
N3 -3.9224 -3.5645 -1.1526
N4 -2.9726 -2.9699 -0.3255
H1 3.7641 -4.0157 -0.1705
H2 4.3177 -2.2223 0.0863
H3 4.1133 -2.8436 -1.6811
H4 0.6080 -3.0675 -1.7121
H5 2.1871 -2.7751 -2.6966
H6 1.3997 -0.6394 -3.2671
H7 1.9437 -0.1168 -1.4665
H8 -0.2711 0.7410 -1.2757
H9 -0.8506 -0.1436 -2.8388
H10 -0.8596 -1.2750 0.1741
H11 -4.4217 -3.3362 -3.5515
H12 -4.6482 -4.2730 -0.8817
H13 -2.8417 -3.1236 0.7187
C7 -0.5051 5.5950 2.5383
C8 0.9258 5.0871 2.5953
O2 0.9752 3.7398 3.0789
C9 0.6119 2.7812 2.1900
O3 0.2590 2.9697 1.0350
O4 0.6814 1.5795 2.8126
C10 0.2209 0.4912 2.0151
H14 -0.9940 5.4773 3.5101
H15 -0.5302 6.6496 2.2518
H16 -1.1000 5.0294 1.8139
H17 1.4972 5.6986 3.3019
H18 1.4245 5.1683 1.6221
H19 0.7374 0.4574 1.0504
H20 -0.8611 0.5676 1.8716
H21 0.4342 -0.4377 2.5517

Properties
- Total charge: +1
- Molar mass: 261.30 g/mol
- Gap between HOMO and LUMO: 0.30823 Eh
- Electronic energy: -913.16401 Ha
- E_HOMO: -12.4 eV